No. 1
{
  "formula": "C30H34BrO7W",
  "method": "ωB97M-V with the def2-TZVPD basis set",
  "energy_ha": -4331.2530,
  "charge": -1,
  "max_force_ev_per_a": 7.081,
  "orbital_gap_ev": [2.9, 3.7],
  "spin_multiplicity": 3,
  "e_above_lowest_ev": 0.3056,
  "e_lumo_ev": [2.00, 2.00],
  "species": ["W", "Br", "O", "O", "O", "O", "O", "O", "O", "C", "C", "C", "C", "C", "C", "C", "C", "C", "C", "C", "C", "C", "C", "C", "C", "C", "C", "C", "C", "C", "C", "C", "C", "C", "C", "C", "C", "C", "C", "H", "H", "H", "H", "H", "H", "H", "H", "H", "H", "H", "H", "H", "H", "H", "H", "H", "H", "H", "H", "H", "H", "H", "H", "H", "H", "H", "H", "H", "H", "H", "H", "H", "H"],
  "coordinates": [[-0.027, -0.679, 2.751], [0.330, 3.994, 4.087], [0.021, 1.016, 4.140], [-1.373, -2.670, -5.981], [-1.653, 1.085, -1.510], [1.774, -1.060, -6.671], [2.463, -1.638, -4.600], [-0.155, -0.136, 6.167], [-1.335, -0.649, -6.831], [0.064, 0.557, -4.748], [-1.083, 0.770, -3.759], [-1.316, -2.034, 4.211], [-2.368, -0.535, 2.858], [0.066, 3.024, 8.708], [-0.243, -1.521, -3.584], [1.623, -2.142, 3.557], [0.206, 4.327, 8.253], [2.231, -0.582, 2.014], [0.282, 4.583, 6.879], [-0.004, 1.001, 5.510], [-0.695, -3.814, -6.511], [3.000, -1.567, -7.228], [-0.001, 1.977, 7.795], [-0.874, -1.410, -6.016], [-1.484, 3.084, -2.783], [2.183, 0.047, 3.270], [-2.067, -1.678, 2.088], [-1.374, -0.608, -3.126], [0.568, 1.849, -2.088], [-1.415, -2.603, 2.924], [0.217, 3.535, 5.943], [-0.877, 1.716, -2.553], [1.584, -1.295, -5.356], [1.870, -1.936, 2.181], [1.795, -0.911, 4.228], [0.074, 2.203, 6.395], [-1.471, -0.320, -1.628], [0.155, -0.975, -4.967], [-1.892, -0.747, 4.172], [-1.416, -4.306, -7.155], [0.256, 5.138, 8.968], [-0.085, 1.074, -5.690], [-2.560, 3.002, -2.917], [-1.964, -0.056, 4.995], [-0.852, -2.487, 5.070], [-1.294, 3.742, -1.936], [0.624, -1.427, -2.932], [-1.058, 3.544, -3.674], [-1.962, 1.105, -4.303], [-1.034, -3.565, 2.626], [-2.266, -1.801, 1.037], [-2.319, -0.799, -1.144], [-0.524, -2.571, -3.595], [1.660, -0.737, 5.283], [0.391, 5.604, 6.545], [-2.823, 0.366, 2.491], [2.430, -0.093, 1.077], [0.581, 2.351, -1.123], [-2.325, -0.985, -3.497], [3.031, -2.652, -7.161], [-0.561, -0.644, -1.107], [-0.107, 0.981, 8.213], [-0.371, -4.512, -5.746], [1.336, -3.074, 4.010], [0.007, 2.817, 9.772], [1.063, 0.886, -1.972], [3.002, -1.249, -8.264], [1.160, 2.444, -2.782], [1.011, 0.888, -4.329], [3.856, -1.155, -6.700], [0.159, -3.501, -7.107], [2.340, 1.096, 3.450], [1.815, -2.682, 1.406]]
}

---

No. 2
{
  "formula": "C30H34MnNOP",
  "method": "ωB97M-V with the def2-TZVPD basis set",
  "energy_ha": -2785.8644,
  "max_force_ev_per_a": 0.501,
  "orbital_gap_ev": [8.0, 7.5],
  "spin_multiplicity": 2,
  "e_above_lowest_ev": 0.0374,
  "e_lumo_ev": [0.48, 0.48],
  "species": ["Mn", "P", "O", "N", "C", "C", "C", "C", "C", "C", "C", "C", "C", "C", "C", "C", "C", "C", "C", "C", "C", "C", "C", "C", "C", "C", "C", "C", "C", "C", "C", "C", "C", "C", "H", "H", "H", "H", "H", "H", "H", "H", "H", "H", "H", "H", "H", "H", "H", "H", "H", "H", "H", "H", "H", "H", "H", "H", "H", "H", "H", "H", "H", "H", "H", "H", "H", "H"],
  "coordinates": [[0.141, 0.198, -0.072], [-0.539, 0.269, 2.115], [-0.710, -0.725, -1.337], [2.237, -0.615, -0.115], [-1.876, -0.037, 5.148], [5.327, 2.041, 0.981], [0.427, 3.940, 3.720], [1.397, -1.089, 3.489], [-2.308, -2.393, -1.950], [4.060, 2.166, 1.529], [3.311, 0.280, 0.247], [2.031, -1.745, 4.530], [-4.160, -1.564, 1.698], [-0.299, 2.039, 2.440], [5.583, 1.035, 0.060], [3.049, 1.292, 1.156], [-2.337, -0.052, 2.093], [-4.606, 0.770, 2.035], [-2.792, -1.354, 1.838], [4.580, 0.151, -0.304], [0.112, 4.133, 1.334], [-1.893, -0.928, -2.061], [0.049, 2.608, 3.661], [-5.064, -0.518, 1.796], [-3.248, 0.997, 2.180], [-0.530, -0.644, 4.865], [0.461, 4.694, 2.551], [0.113, -1.322, 5.898], [0.119, -0.549, 3.622], [-0.284, 2.796, 1.247], [-1.834, -2.502, 1.692], [-0.628, 2.092, -0.006], [1.372, -1.875, 5.741], [-3.018, -0.012, -1.602], [0.710, 4.384, 4.666], [2.204, -1.395, 0.535], [3.841, 2.954, 2.237], [-1.488, -3.042, -2.255], [3.026, -2.149, 4.394], [-3.923, -0.202, -2.182], [-6.123, -0.708, 1.679], [-0.440, 2.719, -0.885], [1.917, -0.970, 2.546], [-1.125, -2.299, 0.883], [6.111, 2.730, 1.264], [-1.670, -0.708, -3.115], [-1.261, -2.670, 2.606], [-2.016, 0.068, 6.224], [-1.987, 0.945, 4.692], [2.053, 1.414, 1.573], [-5.301, 1.596, 2.104], [-2.568, -2.625, -0.915], [-2.685, -0.660, 4.761], [2.405, -1.004, -1.038], [1.843, -2.391, 6.568], [0.060, 2.001, 4.559], [-3.245, -0.188, -0.547], [-2.888, 2.004, 2.359], [-2.744, 1.034, -1.729], [6.568, 0.935, -0.376], [-4.518, -2.567, 1.499], [0.144, 4.731, 0.431], [4.778, -0.639, -1.019], [-3.176, -2.610, -2.576], [-1.704, 1.871, 0.000], [0.767, 5.732, 2.592], [-0.386, -1.401, 6.857], [-2.368, -3.422, 1.456]]
}

---

No. 3
{
  "formula": "C30H35AsCl2N6O4RuSi2",
  "method": "ωB97M-V with the def2-TZVPD basis set",
  "energy_ha": -5623.8190,
  "charge": -1,
  "max_force_ev_per_a": 4.099,
  "orbital_gap_ev": [7.3, 6.0],
  "spin_multiplicity": 6,
  "e_above_lowest_ev": 0.2503,
  "e_lumo_ev": [2.49, 1.12],
  "species": ["Ru", "As", "Cl", "Cl", "Si", "Si", "O", "O", "O", "O", "N", "N", "N", "N", "N", "N", "C", "C", "C", "C", "C", "C", "C", "C", "C", "C", "C", "C", "C", "C", "C", "C", "C", "C", "C", "C", "C", "C", "C", "C", "C", "C", "C", "C", "C", "C", "H", "H", "H", "H", "H", "H", "H", "H", "H", "H", "H", "H", "H", "H", "H", "H", "H", "H", "H", "H", "H", "H", "H", "H", "H", "H", "H", "H", "H", "H", "H", "H", "H", "H", "H"],
  "coordinates": [[-0.480, 0.114, -1.201], [-1.530, -0.815, 2.120], [-3.828, -6.201, -1.553], [-1.745, -6.558, 0.802], [0.050, -0.652, 3.864], [-3.327, -2.175, 2.872], [-3.115, -1.894, -4.171], [-0.756, 2.189, -0.965], [-0.117, 3.994, 0.184], [1.651, -2.988, 0.902], [-1.636, -1.582, -2.343], [3.104, 4.918, -3.004], [1.959, 0.142, -0.641], [0.171, -1.997, -0.565], [0.926, 4.691, -2.310], [-0.487, 0.426, -3.576], [-4.421, -1.220, 4.007], [0.287, 1.254, -4.263], [-4.084, -2.553, 1.282], [-1.737, -5.151, -0.195], [-0.675, 0.556, -6.342], [-1.763, -2.775, -1.668], [2.723, 1.186, -0.672], [-2.655, -3.749, -2.018], [0.979, -2.241, 4.085], [-1.490, -0.253, -5.640], [3.555, 7.016, -1.296], [2.099, 5.339, -2.234], [4.422, 0.097, 0.612], [-0.630, 2.885, 0.095], [-0.729, -4.159, 0.080], [-0.944, -0.185, 5.469], [-2.618, -4.987, -1.206], [1.281, -2.127, 0.147], [3.582, -1.072, 0.648], [-0.746, -2.973, -0.666], [2.337, -0.982, -0.030], [1.230, 0.788, 3.437], [2.309, 6.405, -1.287], [-1.386, -0.342, -4.250], [-2.241, -1.317, -3.477], [-2.489, -3.666, 3.648], [3.988, 1.222, -0.147], [4.563, 6.589, -2.226], [4.268, 5.539, -3.038], [0.192, 1.326, -5.589], [3.924, -1.972, 1.034], [1.726, 1.114, 4.331], [-1.845, -3.364, 4.504], [1.577, -2.432, 3.227], [-4.506, -1.643, 0.820], [-4.731, -0.243, 3.586], [5.516, 7.194, -2.342], [-3.311, -3.602, -2.818], [-3.407, -3.112, 0.653], [-5.057, -3.152, 1.293], [-5.229, -1.779, 4.385], [-3.287, -4.241, 4.153], [2.532, 2.162, -1.204], [0.842, 1.708, 3.069], [-0.794, 2.343, 1.035], [-0.063, -4.297, 0.899], [-0.220, 0.061, 6.182], [-1.490, -0.958, 6.046], [0.922, 1.962, -6.109], [3.837, 7.773, -0.596], [-2.108, -1.015, -6.088], [4.540, 2.136, -0.355], [0.950, 3.758, -2.726], [1.689, -2.360, 4.886], [1.544, 6.558, -0.534], [0.363, 4.559, -1.391], [-1.844, -4.185, 2.912], [0.226, -3.013, 4.345], [1.023, 1.912, -3.820], [4.994, 5.069, -3.716], [-0.609, 0.633, -7.431], [2.081, 0.380, 2.811], [-1.496, 0.754, 5.375], [-3.790, -0.894, 4.848], [5.451, 0.125, 1.052]]
}

---

No. 4
{
  "formula": "C30H35Br2N5O3STc",
  "method": "ωB97M-V with the def2-TZVPD basis set",
  "energy_ha": -7290.6368,
  "max_force_ev_per_a": 2.052,
  "orbital_gap_ev": [5.2, 6.8],
  "spin_multiplicity": 4,
  "e_above_lowest_ev": 1.7441,
  "e_lumo_ev": [0.39, -0.21],
  "species": ["Tc", "Br", "Br", "S", "O", "O", "O", "N", "N", "N", "N", "N", "C", "C", "C", "C", "C", "C", "C", "C", "C", "C", "C", "C", "C", "C", "C", "C", "C", "C", "C", "C", "C", "C", "C", "C", "C", "C", "C", "C", "C", "C", "H", "H", "H", "H", "H", "H", "H", "H", "H", "H", "H", "H", "H", "H", "H", "H", "H", "H", "H", "H", "H", "H", "H", "H", "H", "H", "H", "H", "H", "H", "H", "H", "H", "H", "H"],
  "coordinates": [[-1.104, -0.009, -0.597], [-4.337, -3.796, 0.116], [-8.119, 0.420, -0.167], [2.191, -0.355, 1.097], [-0.523, 1.323, 1.853], [0.086, 1.599, -0.851], [-2.433, -1.461, -0.456], [-2.847, 1.053, -0.706], [4.149, 0.957, -0.083], [0.422, -3.954, -0.766], [2.184, 2.077, 0.003], [0.154, -1.517, -0.821], [0.268, -2.676, -0.835], [-4.750, -1.962, -0.097], [0.665, 3.829, -0.258], [-0.303, 1.572, 3.236], [0.361, -4.630, 0.517], [1.554, 4.760, -0.785], [0.155, 6.543, -0.006], [0.968, 2.369, -0.351], [-6.050, -1.502, -0.022], [0.502, -4.759, -1.977], [-3.058, 2.364, -0.975], [0.192, -6.215, -1.653], [4.795, 2.201, -0.446], [-3.963, 0.283, -0.501], [2.835, 0.940, 0.237], [-0.693, 0.102, 1.387], [-5.450, 2.161, -0.732], [4.963, -0.235, -0.065], [5.752, -0.406, 1.231], [-0.485, 4.265, 0.392], [-0.821, -5.608, 0.574], [-1.064, -6.274, -0.789], [-4.311, 2.926, -0.994], [1.299, 6.113, -0.657], [4.786, 2.481, -1.948], [-3.684, -1.090, -0.345], [-6.304, -0.155, -0.230], [-0.736, 5.620, 0.518], [-5.284, 0.788, -0.484], [-0.865, -1.032, 2.345], [-1.621, 5.964, 1.033], [0.044, -6.759, -2.587], [6.425, -1.256, 1.147], [-1.159, 3.536, 0.814], [1.994, 6.840, -1.056], [0.270, -3.871, 1.295], [5.649, -0.175, -0.918], [-1.474, -0.742, 3.203], [4.276, 3.008, 0.078], [3.767, 2.441, -2.323], [-1.204, 1.363, 3.822], [5.391, 1.756, -2.487], [-6.859, -2.186, 0.189], [-0.040, 7.600, 0.094], [-1.727, -5.089, 0.884], [6.339, 0.485, 1.444], [5.827, 2.157, -0.090], [-1.337, -1.864, 1.830], [-4.405, 3.980, -1.207], [2.438, 4.407, -1.296], [0.111, -1.360, 2.704], [1.029, -6.674, -1.126], [4.299, -1.092, -0.202], [1.501, -4.659, -2.422], [-0.059, 2.632, 3.309], [-1.870, -5.758, -1.310], [-0.235, -4.379, -2.694], [5.069, -0.579, 2.059], [-0.592, -6.362, 1.328], [-6.431, 2.609, -0.716], [-2.168, 2.943, -1.175], [5.195, 3.469, -2.144], [-1.378, -7.308, -0.651], [1.307, -5.162, 0.671], [0.534, 0.968, 3.593]]
}

---

No. 5
{
  "formula": "C30H35CoO8",
  "method": "ωB97M-V with the def2-TZVPD basis set",
  "energy_ha": -3148.6736,
  "charge": -2,
  "max_force_ev_per_a": 2.485,
  "orbital_gap_ev": [1.5, 3.2],
  "spin_multiplicity": 5,
  "e_lumo_ev": [3.11, 3.11],
  "species": ["Co", "O", "O", "O", "O", "O", "O", "O", "O", "C", "C", "C", "C", "C", "C", "C", "C", "C", "C", "C", "C", "C", "C", "C", "C", "C", "C", "C", "C", "C", "C", "C", "C", "C", "C", "C", "C", "C", "C", "H", "H", "H", "H", "H", "H", "H", "H", "H", "H", "H", "H", "H", "H", "H", "H", "H", "H", "H", "H", "H", "H", "H", "H", "H", "H", "H", "H", "H", "H", "H", "H", "H", "H", "H"],
  "coordinates": [[-3.133, 0.564, 0.440], [5.251, -1.245, -4.595], [3.158, -1.532, -5.419], [4.594, -3.840, -3.626], [2.406, -4.026, -3.059], [1.825, 1.097, -0.314], [-4.767, 1.893, 2.953], [-2.558, 1.729, 3.399], [-1.703, 2.150, 5.717], [2.776, -0.865, 0.700], [1.308, 0.873, -1.627], [-3.827, 1.986, 3.746], [-5.286, 2.767, 5.593], [-3.150, 2.840, 7.445], [4.075, -1.490, -4.425], [-4.023, 2.395, 5.160], [-3.549, 1.320, -1.321], [3.527, -2.108, -6.691], [3.646, 0.065, -1.582], [3.085, 0.375, -0.149], [3.407, -3.354, -3.222], [-4.260, -1.104, 0.178], [-2.115, 2.436, 0.140], [-2.841, -0.893, 1.997], [2.374, 0.219, -2.490], [4.260, -1.314, -1.891], [2.058, -1.196, -2.970], [-4.350, 1.998, -0.328], [-5.477, 3.191, 6.915], [-2.911, -1.323, -0.283], [-2.026, -1.127, 0.835], [-4.209, -0.841, 1.590], [3.435, -1.844, -3.074], [4.041, 1.287, 0.613], [-2.889, 2.438, 6.092], [-2.159, 1.555, -0.994], [-4.412, 3.232, 7.827], [-3.456, 2.715, 0.540], [4.644, -5.259, -3.841], [-2.623, -1.611, -1.288], [-5.063, -0.698, 2.239], [-6.110, 2.721, 4.877], [4.266, -2.911, -6.570], [5.651, -5.444, -4.213], [-2.000, 1.864, 4.274], [3.896, -5.560, -4.582], [4.258, 2.182, 0.018], [-5.169, -1.145, -0.417], [-3.932, 0.722, -2.146], [4.369, 0.858, -1.847], [1.005, 1.843, -2.051], [-6.457, 3.502, 7.260], [-5.432, 2.010, -0.252], [3.924, -1.347, -7.376], [4.168, -2.010, -1.048], [-0.938, -1.147, 0.818], [1.492, -1.747, -2.204], [-2.497, -0.826, 3.018], [3.600, 1.597, 1.567], [2.108, -1.563, 0.177], [-3.765, 3.417, 1.299], [2.258, -0.538, 1.614], [2.602, -2.524, -7.105], [-1.220, 2.820, 0.623], [1.509, -1.220, -3.921], [-1.295, 1.174, -1.529], [-4.565, 3.579, 8.850], [5.311, -1.245, -2.194], [4.988, 0.771, 0.817], [3.691, -1.393, 0.998], [2.602, 0.850, -3.364], [4.481, -5.831, -2.921], [0.411, 0.241, -1.521], [-2.294, 2.847, 8.119]]
}

---

No. 6
{
  "formula": "C30H35F2N3O",
  "method": "ωB97M-V with the def2-TZVPD basis set",
  "energy_ha": -1603.4402,
  "max_force_ev_per_a": 0.549,
  "orbital_gap_ev": 8.6,
  "spin_multiplicity": 1,
  "e_above_lowest_ev": 0.2273,
  "e_lumo_ev": 0.50,
  "smiles": "Cc1cccc(C)c1NC(=O)CN1CCN(CCCC(c2ccc(F)cc2)c2ccc(F)cc2)CC1",
  "species": ["F", "F", "O", "N", "N", "N", "C", "C", "C", "C", "C", "C", "C", "C", "C", "C", "C", "C", "C", "C", "C", "C", "C", "C", "C", "C", "C", "C", "C", "C", "C", "C", "C", "C", "C", "C", "H", "H", "H", "H", "H", "H", "H", "H", "H", "H", "H", "H", "H", "H", "H", "H", "H", "H", "H", "H", "H", "H", "H", "H", "H", "H", "H", "H", "H", "H", "H", "H", "H", "H", "H"],
  "coordinates": [[5.729, 2.660, 2.412], [-0.586, 8.862, -0.440], [-2.083, -3.026, 2.912], [-1.704, -4.015, 0.891], [0.516, 0.642, -0.821], [-0.096, -2.090, 0.091], [-0.588, 5.254, -0.565], [-0.824, 0.239, -0.429], [3.387, 2.727, 2.135], [-2.106, -6.377, 0.670], [1.238, 3.556, -0.859], [-1.081, -1.266, -0.602], [-0.320, -2.164, 1.522], [-3.974, -4.891, 1.140], [-1.054, 6.553, -0.470], [1.212, 7.358, -0.684], [2.304, 2.948, 1.306], [-2.975, -7.456, 0.678], [-4.323, -7.270, 0.929], [-1.481, -3.105, 1.863], [1.248, -1.683, -0.297], [-0.142, 7.590, -0.532], [0.729, 0.752, -2.255], [1.818, 1.772, -2.604], [1.658, 6.052, -0.778], [1.410, 3.223, -2.350], [-0.640, -6.572, 0.414], [1.495, -0.176, -0.124], [4.660, 2.882, 1.616], [-2.611, -5.096, 0.915], [2.472, 3.316, -0.025], [0.767, 4.987, -0.720], [4.864, 3.254, 0.302], [-4.532, -3.518, 1.339], [-4.813, -5.999, 1.155], [3.765, 3.472, -0.510], [-4.214, -3.122, 2.303], [2.047, 1.659, -3.667], [-0.948, 0.509, 0.625], [5.869, 3.369, -0.073], [-4.992, -8.118, 0.943], [2.150, 3.891, -2.796], [2.495, 0.080, -0.478], [-0.210, 1.079, -2.710], [2.725, 1.546, -2.043], [-1.290, 4.435, -0.516], [-1.034, -1.524, -1.665], [-1.026, -3.993, 0.137], [1.442, 0.082, 0.938], [0.456, 2.898, -0.474], [-5.868, -5.854, 1.337], [-2.104, 6.767, -0.349], [-0.522, -1.199, 2.007], [-0.400, -7.631, 0.373], [1.974, -2.251, 0.287], [3.260, 2.440, 3.167], [1.305, 2.832, 1.699], [1.373, -1.958, -1.350], [-5.618, -3.537, 1.305], [-0.348, -6.119, -0.535], [-4.166, -2.841, 0.567], [2.714, 5.863, -0.889], [0.459, 3.421, -2.850], [0.572, -2.585, 1.996], [-1.555, 0.808, -1.008], [-0.048, -6.111, 1.204], [-2.075, -1.520, -0.229], [-2.591, -8.449, 0.496], [3.933, 3.760, -1.537], [1.897, 8.190, -0.725], [0.999, -0.212, -2.714]]
}